(1)
A 15-piece molecular cluster, C48H126N9O21 overall in a non-equilibrium geometry. Source: the OMol25 dataset; level of theory: ωB97M-V/def2-TZVPD.

```
204
C48H126N9O21 (ωB97M-V/def2-TZVPD)
C 4.796 -1.269 10.349
C 4.565 -1.495 8.846
C 3.273 -0.907 8.141
O 3.233 -1.364 6.811
C 2.075 -0.967 6.119
N 5.869 -1.174 8.102
H 6.151 -0.239 7.845
H 6.644 -1.645 8.548
H 5.926 -1.691 7.236
H 5.190 -0.266 10.510
H 5.563 -1.947 10.723
H 3.924 -1.513 10.956
H 4.521 -2.583 8.781
H 3.334 0.168 7.973
H 2.339 -1.211 8.614
H 1.147 -1.226 6.628
H 2.008 -1.368 5.107
H 2.030 0.073 5.795
C -3.637 5.089 -2.679
C -3.331 4.046 -3.878
C -2.542 4.740 -5.034
O -2.260 3.747 -6.001
C -1.366 4.213 -6.993
N -2.612 2.898 -3.257
H -2.402 2.108 -3.850
H -1.756 3.108 -2.764
H -3.210 2.416 -2.601
H -2.709 5.531 -2.317
H -4.195 4.606 -1.877
H -4.273 5.906 -3.023
H -4.258 3.692 -4.328
H -1.614 5.134 -4.618
H -3.114 5.502 -5.563
H -1.488 5.259 -7.274
H -1.731 3.707 -7.886
H -0.306 3.962 -6.947
C 0.787 -4.246 -4.106
C 2.087 -4.919 -3.764
C 3.158 -4.401 -4.743
O 4.421 -5.027 -4.424
C 5.212 -5.153 -5.536
N 2.400 -4.736 -2.294
H 2.639 -3.763 -2.169
H 1.633 -4.921 -1.664
H 3.102 -5.377 -1.951
H -0.005 -4.842 -3.652
H 0.427 -4.167 -5.132
H 0.757 -3.234 -3.704
H 2.041 -5.987 -3.981
H 3.211 -3.313 -4.777
H 2.726 -4.675 -5.706
H 6.104 -5.726 -5.283
H 5.614 -4.166 -5.763
H 4.761 -5.631 -6.406
C -1.924 2.652 3.634
C -3.134 1.879 2.907
C -4.346 1.699 3.809
O -5.474 1.191 3.076
C -6.701 1.175 3.747
N -3.426 2.712 1.689
H -3.644 3.661 1.957
H -2.709 2.910 1.007
H -4.179 2.397 1.094
H -0.995 2.431 3.110
H -1.717 2.156 4.582
H -2.074 3.709 3.855
H -2.835 0.875 2.607
H -4.628 2.651 4.257
H -4.071 1.045 4.636
H -6.662 0.462 4.571
H -7.487 0.840 3.072
H -6.988 2.157 4.123
C -2.111 -0.085 -0.560
C -0.577 0.103 -0.550
C -0.013 0.051 0.832
O 1.333 0.397 0.910
C 1.918 0.561 2.264
N 0.178 -0.980 -1.404
H -0.117 -1.942 -1.319
H -0.001 -0.754 -2.373
H 1.174 -0.967 -1.241
H -2.492 -0.137 -1.580
H -2.578 0.746 -0.030
H -2.476 -0.981 -0.058
H -0.363 1.048 -1.049
H -0.240 -0.927 1.259
H -0.586 0.779 1.407
H 1.330 1.258 2.861
H 2.910 1.009 2.204
H 2.162 -0.359 2.795
C 1.023 -3.295 2.347
C 1.774 -4.664 2.594
C 0.883 -5.776 3.124
O 1.572 -6.920 3.554
C 0.730 -7.943 4.185
N 2.478 -5.114 1.332
H 2.923 -6.012 1.460
H 1.741 -5.374 0.693
H 3.030 -4.402 0.876
H 1.690 -2.485 2.053
H 0.660 -3.116 3.359
H 0.206 -3.313 1.625
H 2.570 -4.601 3.336
H 0.184 -6.082 2.345
H 0.465 -5.429 4.069
H 1.409 -8.764 4.414
H -0.111 -8.311 3.596
H 0.322 -7.657 5.155
C -3.692 -2.791 -2.513
C -4.923 -2.442 -3.320
C -6.241 -2.801 -2.585
O -7.380 -2.322 -3.244
C -8.346 -1.570 -2.494
N -4.919 -0.847 -3.339
H -5.106 -0.606 -2.376
H -4.073 -0.509 -3.776
H -5.711 -0.545 -3.886
H -3.748 -2.465 -1.475
H -2.803 -2.347 -2.960
H -3.641 -3.879 -2.533
H -5.036 -2.843 -4.327
H -6.187 -2.431 -1.561
H -6.331 -3.875 -2.743
H -9.034 -1.215 -3.261
H -7.986 -0.736 -1.891
H -8.856 -2.301 -1.866
C 1.020 7.676 1.790
C 0.921 7.395 3.291
C 0.234 6.076 3.600
O 0.368 5.565 4.960
C 0.891 4.303 5.144
N 2.272 7.455 4.037
H 2.140 7.169 4.997
H 2.890 6.726 3.712
H 2.705 8.354 3.880
H 1.597 6.955 1.211
H 1.392 8.692 1.655
H 0.100 7.634 1.207
H 0.285 8.163 3.732
H 0.349 5.309 2.835
H -0.851 6.182 3.596
H 1.978 4.234 5.098
H 0.385 3.531 4.564
H 0.832 3.922 6.163
C 3.407 1.635 -3.076
C 3.000 2.321 -4.419
C 2.906 1.226 -5.505
O 2.322 1.712 -6.726
C 2.051 0.643 -7.622
N 1.628 2.999 -4.285
H 1.453 3.629 -5.056
H 0.974 2.229 -4.293
H 1.385 3.453 -3.416
H 4.496 1.632 -3.026
H 2.978 0.635 -3.015
H 3.152 2.265 -2.225
H 3.668 3.101 -4.784
H 2.289 0.401 -5.151
H 3.927 0.865 -5.629
H 3.046 0.276 -7.873
H 1.587 1.040 -8.525
H 1.294 -0.063 -7.280
C -0.842 -1.357 -5.529
C -1.248 -0.058 -4.775
O -2.439 0.279 -4.881
O -0.403 0.632 -4.161
H -1.416 -1.384 -6.456
H -1.032 -2.299 -5.015
H 0.223 -1.409 -5.751
C 1.119 4.008 -0.253
C -0.197 3.793 -0.955
O -0.164 3.966 -2.172
O -1.100 3.274 -0.206
H 1.970 4.316 -0.860
H 1.452 3.098 0.245
H 1.034 4.834 0.453
C 5.312 -0.571 3.109
C 6.414 -1.381 3.777
O 6.345 -1.418 5.028
O 7.220 -2.083 3.123
H 4.752 0.031 3.823
H 4.701 -1.108 2.384
H 5.759 0.176 2.454
C -6.996 1.789 -0.476
C -5.525 1.306 -0.638
O -4.700 2.163 -0.847
O -5.326 0.055 -0.559
H -7.794 1.047 -0.438
H -7.201 2.511 -1.266
H -7.095 2.260 0.502
C -2.108 -5.152 -0.044
C -0.733 -5.015 -0.657
O -0.388 -3.944 -1.162
O 0.131 -5.869 -0.382
H -2.789 -4.392 -0.425
H -2.038 -5.172 1.044
H -2.555 -6.073 -0.418
C 4.609 -0.406 -0.554
C 3.693 -1.655 -0.703
O 3.005 -1.735 -1.736
O 3.742 -2.557 0.188
H 4.161 0.586 -0.498
H 5.277 -0.242 -1.400
H 5.244 -0.572 0.316
```

## Properties
Molar mass   1165.58 g mol⁻¹
Multiplicity   2
LUMO level (alpha / beta)   -0.2804 / -0.3829 Ha
DFT total energy   -3975.9548 Ha
Net charge   +4
HOMO-LUMO gap (alpha / beta)   7.72 / 4.93 eV

Results of the Mulliken charge analysis, in e, for atoms 1 through 8: C -1.432; C 0.299; C -0.726; O -0.174; C -0.634; N -0.212; H 0.332; H 0.397

=====

(2)
A 13-piece molecular cluster, C48H129N7O14 overall in a non-equilibrium geometry. Source: the OMol25 dataset; level of theory: ωB97M-V/def2-TZVPD.

```
198
C48H129N7O14 (ωB97M-V/def2-TZVPD)
C 4.611 28.861 0.508
O 5.966 28.959 0.144
C 6.471 30.313 0.223
C 7.995 30.209 -0.096
N 8.773 29.276 0.752
C 10.192 29.294 0.384
C 10.585 28.195 -0.604
O 10.156 26.914 -0.143
C 10.411 25.871 -1.080
H 4.267 27.838 0.357
H 3.964 29.496 -0.097
H 4.374 29.033 1.557
H 6.308 30.750 1.208
H 5.926 31.020 -0.401
H 8.317 31.233 0.089
H 8.144 30.094 -1.170
H 8.471 28.314 0.691
H 10.800 29.085 1.264
H 10.503 30.302 0.111
H 11.674 28.225 -0.635
H 10.156 28.442 -1.575
H 10.175 26.125 -2.113
H 9.727 25.038 -0.915
H 11.425 25.474 -1.035
C 6.319 25.498 -1.128
C 4.928 24.915 -1.021
C 3.861 25.516 -1.954
O 2.548 24.960 -1.621
C 1.578 25.133 -2.623
N 5.013 23.515 -1.430
H 6.986 25.144 -0.342
H 6.190 26.578 -1.068
H 6.673 25.292 -2.138
H 4.637 25.033 0.022
H 4.195 25.297 -2.969
H 3.872 26.605 -1.976
H 0.560 24.823 -2.388
H 1.916 24.524 -3.461
H 1.596 26.152 -3.010
H 5.454 22.993 -0.685
H 4.020 23.354 -1.347
C 13.458 31.188 -2.970
C 11.960 30.976 -2.868
C 11.118 32.115 -2.304
O 11.434 32.319 -0.930
C 10.507 33.262 -0.386
N 11.516 30.474 -4.120
H 13.912 30.284 -3.376
H 13.942 31.382 -2.013
H 13.737 32.009 -3.630
H 11.828 30.154 -2.165
H 10.072 31.817 -2.377
H 11.195 33.065 -2.833
H 10.767 33.653 0.597
H 9.487 32.888 -0.299
H 10.511 34.235 -0.879
H 11.603 31.146 -4.868
H 10.575 30.124 -4.011
C 13.961 23.720 4.804
C 14.942 24.589 4.019
C 14.333 25.971 3.565
O 13.235 25.692 2.698
C 12.242 26.706 2.573
N 16.132 24.802 4.854
H 14.571 22.885 5.147
H 13.084 23.337 4.282
H 13.588 24.174 5.722
H 15.209 24.032 3.121
H 15.050 26.627 3.071
H 14.025 26.367 4.533
H 11.607 26.780 3.456
H 11.645 26.311 1.752
H 12.727 27.650 2.321
H 16.444 23.874 5.102
H 15.911 25.225 5.744
C 10.284 33.491 3.568
C 10.150 32.089 2.999
C 10.743 30.990 3.886
O 12.120 30.984 3.685
C 12.955 30.206 4.550
N 8.746 31.819 2.772
H 9.828 33.644 4.546
H 9.972 34.272 2.875
H 11.360 33.581 3.716
H 10.711 32.043 2.065
H 10.446 29.960 3.691
H 10.625 31.270 4.933
H 12.788 30.427 5.604
H 14.028 30.288 4.373
H 12.647 29.170 4.403
H 8.738 31.058 2.107
H 8.377 31.401 3.614
C -0.295 28.259 -2.178
C 0.291 29.711 -2.299
C 1.351 29.815 -3.372
O 2.368 28.865 -3.099
C 3.719 29.191 -3.374
N -0.796 30.699 -2.449
H 0.431 27.549 -1.781
H -0.637 28.065 -3.194
H -1.153 28.323 -1.508
H 0.780 29.903 -1.344
H 1.741 30.833 -3.341
H 0.894 29.477 -4.302
H 3.912 29.531 -4.391
H 4.315 28.307 -3.146
H 4.108 30.012 -2.771
H -1.402 30.411 -3.204
H -0.551 31.642 -2.718
C 14.918 23.232 -5.071
C 14.818 23.487 -3.598
C 13.787 24.646 -3.266
O 14.202 25.939 -3.843
C 13.374 27.079 -3.592
N 14.537 22.227 -2.943
H 15.622 22.449 -5.353
H 15.345 24.109 -5.557
H 13.942 22.977 -5.485
H 15.801 23.862 -3.314
H 13.764 24.789 -2.186
H 12.774 24.372 -3.563
H 13.698 27.986 -4.104
H 13.268 27.288 -2.528
H 12.369 26.933 -3.988
H 13.873 22.353 -2.193
H 14.029 21.660 -3.607
C 7.449 28.228 -3.215
C 8.468 28.585 -4.305
C 7.934 28.548 -5.724
O 8.792 29.955 -4.135
H 6.628 28.942 -3.148
H 7.966 28.208 -2.255
H 7.030 27.239 -3.404
H 9.375 27.981 -4.294
H 7.281 29.408 -5.876
H 7.304 27.681 -5.923
H 8.696 28.576 -6.503
H 7.984 30.473 -4.133
C 8.609 22.385 -1.011
C 8.754 21.004 -0.390
C 7.406 20.197 -0.680
O 9.848 20.310 -0.950
H 8.186 23.193 -0.414
H 8.175 22.342 -2.010
H 9.629 22.767 -1.062
H 8.844 20.996 0.697
H 7.408 19.191 -0.258
H 7.317 20.079 -1.760
H 6.528 20.717 -0.297
H 9.913 19.450 -0.528
C 4.958 34.706 2.919
C 5.795 33.629 2.148
C 5.361 33.554 0.703
O 7.037 34.160 2.194
H 5.036 35.676 2.426
H 5.305 34.808 3.948
H 3.896 34.461 2.909
H 5.692 32.689 2.691
H 6.106 33.156 0.015
H 5.083 34.532 0.309
H 4.496 32.903 0.572
H 7.718 33.484 2.210
C 6.313 29.071 3.774
C 7.084 29.127 5.116
C 8.030 27.961 5.130
O 7.712 30.381 5.137
H 6.981 29.348 2.959
H 5.476 29.768 3.751
H 5.899 28.096 3.516
H 6.380 29.019 5.941
H 8.606 28.020 6.053
H 8.742 27.984 4.305
H 7.558 26.981 5.062
H 7.249 30.885 5.811
C 11.904 22.194 1.566
C 12.573 22.771 0.315
C 14.031 23.169 0.581
O 12.588 21.662 -0.551
H 10.899 21.845 1.330
H 11.776 22.939 2.351
H 12.593 21.420 1.904
H 12.013 23.603 -0.112
H 14.607 22.338 0.990
H 14.009 24.010 1.274
H 14.626 23.527 -0.259
H 11.747 21.204 -0.484
C 6.582 33.871 -3.032
C 5.462 32.849 -3.107
C 4.139 33.484 -3.550
O 5.866 31.944 -4.128
H 7.450 33.472 -2.506
H 6.310 34.775 -2.487
H 6.918 34.255 -3.995
H 5.365 32.353 -2.141
H 3.701 33.941 -2.663
H 3.434 32.745 -3.931
H 4.318 34.278 -4.275
H 5.854 32.388 -4.979
```

## Properties
Molar mass   1028.59 g mol⁻¹
LUMO level   0.0134 Ha
DFT total energy   -3342.6063 Ha
Net charge   0
HOMO-LUMO gap   9.13 eV

Results of the Mulliken charge analysis, in e, for atoms 1 through 8: C -0.836; O 0.248; C 0.368; C 1.730; N 0.220; C -0.031; C -0.204; O -0.590

=====

> Which formula does entry 2 have?

C48H129N7O14